Record 1
Molecular formula: C3H2O2V
Method: DFT, ωB97M-V/def2-TZVPD

Values from the calculation:
Energy in Ha: -1209.751851
Spin multiplicity: 4
E_LUMO (spin up / spin down) in eV: -0.51 / -0.62
Gap between HOMO and LUMO (spin up / spin down) in hartree: 0.2398 / 0.2400
⟨S²⟩: 3.89

Structure (XYZ):
```
8
Properties=species:S:1:pos:R:3:forces:R:3
O 1.30746 -1.01762 0.04286 -0.24 -0.21 0.48
C 0.41803 -0.48485 0.79657 -0.76 -0.02 -0.03
C -0.46393 0.51642 0.33568 0.17 -0.63 0.09
O -0.03508 1.03786 -0.89754 -0.74 1.12 -0.89
C -1.22526 0.21438 -1.33657 1.67 -0.08 1.42
V 0.70606 -0.57679 -1.77678 -0.38 -0.02 -0.40
H 0.29471 -0.87160 1.82059 0.18 0.17 -0.24
H -1.00198 1.18221 1.01518 0.08 -0.34 -0.45
```
Positions in Å, forces in eV/Å.

Atomic charges from the natural (NBO) analysis, expressed in e, are listed below: number 1, O, carries -0.72; number 2, C, carries 0.29; number 3, C, carries -0.15; number 4, O, carries -0.60; number 5, C, carries -0.18; number 6, V, carries 0.97; number 7, H, carries 0.16; number 8, H, carries 0.23


Record 2
Molecular formula: C9H21AlClI2N2OPS
Method: DFT, ωB97M-V/def2-TZVPD

Values from the calculation:
Energy in Ha: -2577.316427
E_LUMO (spin up / spin down) in eV: -10.62 / -9.49
Gap between HOMO and LUMO (spin up / spin down) in hartree: 0.2028 / 0.2495
Charge: +2

Structure (XYZ):
```
39
Properties=species:S:1:pos:R:3:forces:R:3
I 3.14012 -2.38460 -2.93451 -0.47 -0.09 0.42
I -1.42354 -2.75779 -0.77071 1.03 0.31 -0.34
Al 0.59395 -1.34276 -1.60651 -0.15 -0.26 0.53
P -0.05197 -0.12689 -3.63069 1.29 1.27 -1.66
C -1.49067 0.47281 -4.61575 -0.73 -0.36 0.22
C 0.79211 1.47945 -3.31961 0.12 -0.10 0.20
H 1.96040 -0.75935 -4.92203 -0.66 0.09 -0.24
H 0.51203 -0.45699 -6.00727 0.37 -0.35 0.68
H 0.64334 -1.95713 -4.98682 0.09 0.16 -0.42
C 0.86893 -0.88344 -5.04665 0.21 -0.20 0.35
H 1.63630 1.34725 -2.62732 -0.08 0.10 -0.30
H 1.15049 1.88049 -4.27953 -0.11 -0.06 0.35
H -1.12147 0.71152 -5.62714 -0.01 -0.08 0.55
H -1.95134 1.37352 -4.18858 0.17 -0.37 0.00
H 0.08886 2.19281 -2.86518 0.16 -0.19 -0.18
H -2.24129 -0.32247 -4.70627 0.06 0.26 -0.06
C -2.53931 0.12162 -2.00055 -2.97 1.24 0.03
O -3.61659 0.50281 -2.00182 2.40 -1.00 0.06
Cl 2.24770 -0.82355 -0.26637 -0.22 -0.44 -0.56
C -0.76372 -2.12010 4.20747 -0.48 -0.23 -0.02
C 0.06025 -1.48646 3.09004 0.60 -0.25 1.30
N -0.75503 -0.78199 2.07673 0.83 0.52 -2.02
C -0.22708 0.34154 1.51724 0.58 -1.49 3.02
S -0.45180 0.75258 -0.13307 -0.71 0.25 -0.24
N 0.52597 1.11272 2.35390 -0.87 0.19 -2.02
C 0.04540 1.42212 3.71311 -0.33 0.64 1.44
C 1.07091 2.20484 4.53035 0.49 -0.01 -0.14
H -1.53385 -1.42958 4.57021 0.21 -0.03 0.03
H -0.13181 -2.41820 5.06097 -0.16 0.16 -0.48
H -1.29762 -3.01628 3.85720 0.21 0.25 0.09
H 0.76833 -0.76729 3.53067 -0.24 -0.69 -0.49
H 0.65635 -2.25489 2.58398 -0.15 0.15 -0.14
H -1.12947 -1.44558 1.37176 -0.16 0.75 0.68
H 1.05172 1.84503 1.87307 -0.22 -0.05 0.47
H -0.87327 2.03021 3.68597 0.19 -0.27 -0.46
H -0.21362 0.50221 4.26029 0.09 0.55 -0.40
H 1.43144 3.11338 4.02581 -0.26 -0.23 -0.01
H 0.61266 2.53097 5.47293 0.10 -0.21 -0.26
H 1.95621 1.59750 4.75469 -0.21 0.08 0.04
```
Positions in Å, forces in eV/Å.

Atomic charges from the natural (NBO) analysis, expressed in e, are listed below: number 1, I, carries 0.28; number 2, I, carries -0.15; number 3, Al, carries 0.98; number 4, P, carries 0.81; number 5, C, carries -0.90; number 6, C, carries -0.95; number 7, H, carries 0.26; number 8, H, carries 0.27; number 9, H, carries 0.25; number 10, C, carries -0.93; number 11, H, carries 0.25; number 12, H, carries 0.28; number 13, H, carries 0.27; number 14, H, carries 0.26; number 15, H, carries 0.26; number 16, H, carries 0.27; number 17, C, carries 0.47; number 18, O, carries -0.44; number 19, Cl, carries -0.50; number 20, C, carries -0.63; number 21, C, carries -0.24; number 22, N, carries -0.55; number 23, C, carries 0.33; number 24, S, carries 0.32; number 25, N, carries -0.56; number 26, C, carries -0.24; number 27, C, carries -0.63; number 28, H, carries 0.23; number 29, H, carries 0.25; number 30, H, carries 0.23; number 31, H, carries 0.22; number 32, H, carries 0.23; number 33, H, carries 0.43; number 34, H, carries 0.42; number 35, H, carries 0.22; number 36, H, carries 0.22; number 37, H, carries 0.22; number 38, H, carries 0.26; number 39, H, carries 0.23


Q: What is the energy in the first record?
A: -1209.751851 Ha